DFT (the ωB97M-V functional and the def2-TZVPD basis) results for one molecule with the formula C19H27NOSi in a non-equilibrium geometry.

Summary:
- ΔE to the lowest compared entry with this formula, charge and spin (eV) = 1.5849
- total charge = 0
- multiplicity = 1
- gap between HOMO and LUMO (eV) = 8.57
- structure (SMILES) = CCN(CC)CCO[Si](C)(c1ccccc1)c1ccccc1
- total energy (eV) = -31555.429
- LUMO (eV) = 0.7
- HOMO (eV) = -7.834

XYZ file:
```
49
Properties=species:S:1:pos:R:3:lowdin_charge:R:1
O 1.993 -0.027 -0.126 -0.251
C -0.674 -4.620 -1.670 -0.077
C -2.883 2.341 -1.235 -0.096
C 0.575 -4.323 -1.187 -0.093
C -1.539 -3.573 -2.048 -0.047
C -2.879 1.120 -0.672 -0.101
C -1.699 2.894 -1.789 -0.068
C 0.995 -3.011 -1.012 -0.063
C -1.144 -2.245 -1.839 -0.119
C -1.733 0.337 -0.705 -0.140
C -0.571 2.108 -1.966 -0.091
C 0.095 -1.969 -1.374 -0.257
C -0.602 0.856 -1.318 -0.250
N 1.160 1.153 2.302 -0.145
C 0.715 -1.001 3.486 -0.102
C -1.179 1.832 3.185 -0.088
C 2.301 1.302 0.091 -0.268
C 1.015 -0.325 2.218 -0.267
C -0.185 1.806 2.047 -0.221
C 2.299 1.692 1.614 -0.159
C 1.567 0.087 -3.138 -0.126
Si 0.867 -0.311 -1.420 0.609
H -0.913 -5.596 -1.904 0.077
H -3.855 2.856 -1.389 0.116
H 1.264 -5.087 -0.817 0.108
H -2.432 -3.854 -2.576 0.099
H -3.692 0.889 -0.021 0.104
H -1.628 3.928 -2.256 0.121
H 1.897 -2.754 -0.449 0.108
H -1.820 -1.514 -2.316 0.120
H -1.731 -0.600 -0.177 0.099
H 0.356 2.471 -2.303 0.075
H -0.239 -0.661 3.967 0.070
H 1.394 -0.711 4.293 0.076
H 0.715 -2.094 3.496 0.074
H -1.697 0.896 3.287 0.050
H -0.648 1.989 4.095 0.062
H -2.013 2.577 3.061 0.090
H 3.161 1.646 -0.507 0.122
H 1.500 1.887 -0.373 0.077
H 1.937 -0.769 1.781 0.123
H 0.203 -0.453 1.455 0.106
H 0.035 2.811 1.664 0.116
H -0.657 1.287 1.198 0.076
H 2.296 2.836 1.590 0.140
H 3.185 1.304 2.075 0.104
H 2.523 -0.376 -3.288 0.024
H 1.687 1.181 -3.301 0.035
H 0.682 -0.214 -3.726 0.050
```